Record 1
A structure of composition C46H45BrIN7O2PSn at a distorted geometry, computed with ωB97M-V/def2-TZVPD.

The geometry in XYZ format:
```
104
Properties=species:S:1:pos:R:3:nbo_charge:R:1
Sn 0.5709 -0.2145 0.7758 1.419
C -2.7082 -2.9886 -1.2935 -0.613
C -2.2966 -1.6972 -0.5950 -0.195
C -2.9435 -0.4424 -1.1756 -0.613
C -2.5386 -1.8212 0.9189 -0.091
C -4.0267 -1.9243 1.3049 -0.097
O -4.2667 -0.7369 2.0397 -0.462
C -3.1157 -0.0922 2.1863 0.590
N -2.0817 -0.6240 1.6276 -0.601
C -3.1980 1.1168 3.0026 -0.071
C -4.4406 1.4091 3.5836 -0.172
C -4.5983 2.4902 4.4290 -0.166
C -3.5154 3.3067 4.7197 -0.162
C -2.2931 3.0542 4.1261 -0.189
C -2.1266 1.9750 3.2591 -0.320
P -0.4484 1.8549 2.5523 0.807
C 0.4373 1.4565 4.0977 -0.383
C 0.2753 0.1114 4.4427 -0.236
C 0.8164 -0.3922 5.6063 -0.192
C 1.5349 0.4479 6.4456 -0.183
C 1.7033 1.7812 6.1059 -0.201
C 1.1664 2.2945 4.9336 -0.159
C -0.2715 3.5701 1.9731 -0.390
C -1.3462 4.0272 1.2029 -0.138
C -1.3531 5.3156 0.7082 -0.212
C -0.2701 6.1539 0.9369 -0.182
C 0.8260 5.6824 1.6433 -0.182
C 0.8364 4.3942 2.1530 -0.246
H -2.4690 -2.9333 -2.3513 0.207
H -3.7720 -3.1832 -1.1986 0.222
H -2.1749 -3.8337 -0.8612 0.214
H -1.2022 -1.5858 -0.7353 0.172
H -4.0240 -0.4398 -1.0604 0.223
H -2.7257 -0.3620 -2.2384 0.204
H -2.5349 0.4358 -0.6713 0.214
H -1.9677 -2.6822 1.2836 0.211
H -4.2477 -2.7735 1.9539 0.213
H -4.6999 -1.9415 0.4470 0.203
H -5.2847 0.7729 3.3673 0.248
H -5.5617 2.6896 4.8725 0.241
H -3.6238 4.1349 5.4042 0.241
H -1.4502 3.6979 4.3414 0.224
H -0.3261 -0.5223 3.7976 0.218
H 0.6749 -1.4286 5.8631 0.232
H 1.9537 0.0725 7.3665 0.241
H 2.2498 2.4363 6.7686 0.238
H 1.2893 3.3443 4.7131 0.216
H -2.1799 3.3641 1.0049 0.214
H -2.2028 5.6633 0.1408 0.232
H -0.2719 7.1586 0.5435 0.239
H 1.6778 6.3226 1.8034 0.234
H 1.6934 4.0486 2.7131 0.214
N 2.8133 -0.8294 2.1125 -0.890
C 3.9074 -0.0241 1.5627 -0.226
C 3.5281 1.4488 1.6505 -0.239
N 2.3975 1.7120 0.7581 -0.893
H 2.7602 -0.6553 3.1149 0.398
H 3.0334 -1.8171 2.0101 0.396
H 4.0466 -0.2976 0.5140 0.188
H 4.8493 -0.1975 2.0922 0.221
H 4.3957 2.0711 1.4099 0.217
H 3.2213 1.6645 2.6753 0.214
H 2.7488 1.7850 -0.1922 0.380
H 1.9780 2.6156 0.9733 0.407
Br 0.7818 -5.6449 -7.8265 0.267
C 0.8229 -3.7734 -7.7059 0.046
C 1.7520 -3.0394 -8.4590 -0.260
C 1.8189 -1.6765 -8.3250 -0.056
C 0.9860 -1.0199 -7.3838 0.011
C -0.0094 -1.7678 -6.6907 -0.063
C -0.0842 -3.1219 -6.8516 -0.272
N 1.2164 0.2512 -7.0822 0.053
N 0.7811 1.0453 -6.2769 0.007
C 0.8310 1.3126 -5.0128 0.159
C 0.0430 2.3784 -4.4731 -0.120
C -0.1981 2.4733 -3.1460 -0.245
C 0.3107 1.5087 -2.1985 0.502
O -0.0175 1.5149 -1.0080 -0.566
C 1.2844 0.5295 -2.7222 0.168
N 1.8555 -0.2904 -1.8378 -0.440
C 2.8114 -1.1048 -2.2358 0.063
C 3.2767 -1.1400 -3.5495 -0.188
C 2.6584 -0.3457 -4.4927 -0.143
C 1.6108 0.4903 -4.0907 -0.109
H 2.4145 -3.5558 -9.1376 0.274
H 2.5269 -1.0972 -8.8975 0.267
H -0.6948 -1.2469 -6.0386 0.231
H -0.8196 -3.7009 -6.3103 0.262
H -0.3999 3.0747 -5.1691 0.266
H -0.8280 3.2555 -2.7497 0.267
H 3.2353 -1.7479 -1.4781 0.220
H 4.1097 -1.7661 -3.8217 0.256
H 3.0035 -0.3500 -5.5180 0.241
I 0.0091 -5.2053 4.3663 0.233
C 0.3562 -4.7576 2.3310 -0.173
C 0.3496 -5.7451 1.3525 -0.181
C 0.6030 -5.3670 0.0441 -0.216
C 0.8547 -4.0329 -0.2352 0.019
N 0.8522 -3.0857 0.6993 -0.496
C 0.6113 -3.4461 1.9533 -0.020
H 0.1500 -6.7762 1.6044 0.255
H 0.6141 -6.1078 -0.7381 0.241
H 1.0703 -3.7084 -1.2436 0.190
H 0.6228 -2.6523 2.6954 0.200
```

Output
- Total energy: -5740.14033 hartree
- Molar mass: 1084.4 g/mol
- HOMO-LUMO gap: 4.5 eV
- Charge: +3



Record 2
A structure of composition C46H45FN7O4RuS, computed with ωB97M-V/def2-TZVPD.

The geometry in XYZ format:
```
105
Properties=species:S:1:pos:R:3:mulliken_charge:R:1
Ru 0.5376 -1.6365 2.9575 -0.042
C 2.6915 -3.0157 4.5309 -0.804
C 2.0835 -4.3393 4.0808 -0.953
C 1.6949 -4.4502 2.6229 0.797
C 1.9910 -5.6349 1.9586 -1.026
C 1.7109 -5.7681 0.6128 -0.464
C 1.1573 -4.6883 -0.0539 -1.028
C 0.8716 -3.5454 0.6620 -0.522
N 1.1005 -3.4293 1.9805 0.879
N 1.6748 -1.9710 4.7643 0.404
C 0.7426 -2.3274 5.8617 -1.114
C -0.5500 -2.9151 5.3668 0.555
C -1.3836 -3.6311 6.2084 -1.153
C -2.5793 -4.1231 5.7155 -0.374
C -2.9004 -3.8914 4.3870 -0.965
C -2.0224 -3.1732 3.6023 -0.304
N -0.8691 -2.6842 4.0847 0.759
C 2.3040 -0.6578 5.0510 -1.425
C 1.2692 0.4238 4.8696 1.077
C 1.3439 1.6369 5.5256 -0.997
C 0.3402 2.5716 5.3219 -0.559
C -0.7131 2.2587 4.4808 -0.848
C -0.7138 1.0343 3.8424 -0.680
N 0.2576 0.1385 4.0310 1.248
H 3.3760 -2.6318 3.7736 0.413
H 3.2583 -3.1777 5.4547 0.475
H 1.2364 -4.6176 4.7142 0.306
H 2.8362 -5.1071 4.2610 0.601
H 2.4576 -6.4420 2.5064 0.504
H 1.9385 -6.6888 0.0928 0.421
H 0.9459 -4.7226 -1.1129 0.465
H 0.4322 -2.6796 0.1895 0.544
H 0.5033 -1.4209 6.4205 0.493
H 1.2279 -3.0113 6.5636 0.514
H -1.0908 -3.7985 7.2363 0.528
H -3.2472 -4.6825 6.3564 0.438
H -3.8193 -4.2613 3.9560 0.479
H -2.2224 -2.9563 2.5627 0.458
H 3.1333 -0.5086 4.3561 0.393
H 2.6993 -0.6390 6.0717 0.565
H 2.1737 1.8400 6.1888 0.545
H 0.3787 3.5291 5.8237 0.447
H -1.5181 2.9561 4.3017 0.505
H -1.4861 0.7498 3.1421 0.386
F -1.6454 3.8555 -2.2637 -0.405
C -0.5138 3.1682 -2.1429 0.232
C -0.1238 2.7665 -0.9002 -0.608
C 1.0845 2.0997 -0.7308 0.446
C 1.4340 1.5910 0.6106 0.984
O 0.7382 1.8258 1.5909 -0.673
C 2.6590 0.8196 0.6426 -0.619
C 3.4625 0.7695 -0.4431 -0.213
N 3.1578 1.3108 -1.6539 0.248
C 4.0699 1.1468 -2.7594 -0.372
C 5.5170 1.4571 -2.5350 -0.911
C 4.6785 2.3749 -3.3729 -0.421
C 1.9154 1.9000 -1.8388 -0.200
C 1.4611 2.2548 -3.1134 -0.355
C 0.2342 2.8717 -3.2874 -0.840
N -0.2376 3.1292 -4.5914 0.354
C -1.6598 3.3334 -4.8245 -0.957
C -1.9259 3.1914 -6.3280 -0.808
N -0.8087 2.3803 -6.9193 -0.161
C 0.4898 3.1486 -6.8904 -0.791
C 0.5776 3.8690 -5.5354 -0.691
C 3.0440 0.0119 1.8447 0.147
O 4.1258 0.1151 2.3830 -0.675
O 2.1711 -0.9014 2.1454 -0.407
H -0.7334 2.9737 -0.0329 0.659
H 4.4149 0.2577 -0.3945 0.658
H 3.8294 0.3168 -3.4155 0.456
H 6.2418 0.8233 -3.0242 0.268
H 5.8078 1.8117 -1.5561 0.336
H 4.8338 2.3848 -4.4430 0.295
H 4.4033 3.3247 -2.9348 0.218
H 2.0591 2.0149 -3.9815 0.792
H -2.0128 4.3204 -4.5123 0.395
H -2.2273 2.5807 -4.2775 0.771
H -1.9169 4.1455 -6.8524 0.335
H -2.8718 2.6885 -6.5157 0.431
H -1.0290 2.0812 -7.8681 0.349
H -0.6920 1.5463 -6.3405 0.392
H 0.4845 3.8357 -7.7342 0.387
H 1.2884 2.4214 -7.0246 0.425
H 0.2308 4.9052 -5.6295 0.310
H 1.6128 3.9042 -5.2071 0.518
C -6.3188 1.9667 -5.3109 -1.357
C -5.3531 1.5544 -4.2335 0.722
O -4.2197 1.9497 -4.1598 -0.406
S -6.0659 0.4020 -3.0925 -0.210
C -4.6911 0.0538 -2.0392 0.067
C -4.1897 1.0287 -1.1840 -0.350
C -3.1828 0.7105 -0.2917 -0.315
C -2.6679 -0.5890 -0.2249 0.254
C -3.1702 -1.5561 -1.1017 -0.499
C -4.1719 -1.2371 -2.0048 -0.740
C -1.6626 -0.9245 0.7404 1.233
C -0.8072 -1.2106 1.5608 -1.389
H -5.9780 2.8935 -5.7676 0.305
H -7.3240 2.0925 -4.9129 0.438
H -6.3557 1.1831 -6.0701 0.317
H -4.5944 2.0325 -1.2136 0.456
H -2.7959 1.4647 0.3812 0.252
H -2.7727 -2.5619 -1.0640 0.530
H -4.5600 -1.9900 -2.6778 0.453
```

Output
- Spin multiplicity: 2
- Total energy: -3056.66197 hartree
- Molar mass: 912.0 g/mol
- <S²>: 0.76
- Energy relative to the best compared isomer or geometry (same formula, charge and spin): 0.00 kcal per mole
- HOMO-LUMO gap (spin up / spin down): 7.6 / 6.9 eV
- Charge: +2



Record 3
A structure of composition C46H45N2NaP3S at a distorted geometry, computed with ωB97M-V/def2-TZVPD.

The geometry in XYZ format:
```
98
Properties=species:S:1:pos:R:3:mulliken_charge:R:1
Na 0.8490 0.4177 -1.6405 0.796
N 3.2347 0.6613 -1.4316 -0.264
C 3.8658 1.8952 -1.0167 0.107
C 5.2498 1.9588 -0.8739 -0.568
C 5.8714 3.1541 -0.5653 -0.708
C 5.1135 4.3080 -0.4107 -0.804
C 3.7359 4.2424 -0.5035 -0.463
C 3.0924 3.0363 -0.7830 -0.136
P 1.2651 2.8834 -0.7312 2.145
C 0.7340 3.9716 -2.0964 0.369
C 1.5207 4.1155 -3.2388 -0.751
C 1.0415 4.8159 -4.3364 -0.689
C -0.2279 5.3731 -4.3077 -0.550
C -1.0222 5.2252 -3.1790 -0.790
C -0.5499 4.5205 -2.0834 -0.666
C 0.8525 3.8383 0.7721 0.139
C 0.7479 5.2275 0.8215 -0.115
C 0.4390 5.8593 2.0159 -0.781
C 0.2253 5.1175 3.1694 -0.569
C 0.3239 3.7348 3.1296 -0.614
C 0.6311 3.1027 1.9349 -0.179
H 3.7757 -0.1174 -1.0673 0.178
H 3.3177 0.5952 -2.4455 0.342
H 5.8378 1.0570 -1.0070 0.462
H 6.9472 3.1958 -0.4586 0.421
H 5.5958 5.2542 -0.2038 0.453
H 3.1522 5.1400 -0.3495 0.359
H 2.5204 3.6970 -3.2636 0.374
H 1.6651 4.9352 -5.2131 0.432
H -0.5985 5.9201 -5.1644 0.404
H -2.0114 5.6638 -3.1539 0.437
H -1.1734 4.4010 -1.2048 0.508
H 0.8926 5.8208 -0.0724 0.417
H 0.3618 6.9386 2.0468 0.429
H -0.0300 5.6151 4.0957 0.413
H 0.1544 3.1504 4.0247 0.460
H 0.6974 2.0210 1.8981 0.048
C -2.7569 -5.4252 3.6207 -0.847
S -1.1817 -4.5765 3.8958 -0.047
C -1.5491 -3.0731 2.9425 -0.207
C -0.3307 -2.1646 2.8878 -1.400
C -0.5587 -0.9828 1.9514 -0.221
N -0.7625 -1.4076 0.5504 0.769
P -1.4576 -0.1585 -0.4686 0.038
C -2.2315 -1.1390 -1.8056 0.963
C -3.0039 -2.2774 -1.5893 0.143
C -3.6592 -2.8856 -2.6464 -0.824
C -3.5534 -2.3664 -3.9306 -0.651
C -2.7821 -1.2366 -4.1589 -0.697
C -2.1284 -0.6271 -3.0981 -0.800
C -2.9533 0.3442 0.4460 0.924
C -3.3004 1.6902 0.3542 -0.867
C -4.4209 2.1742 1.0142 -0.523
C -5.1881 1.3162 1.7861 -0.721
C -4.8456 -0.0270 1.8840 -0.874
C -3.7368 -0.5153 1.2139 0.062
P 0.5306 -2.0714 -0.4334 -0.003
C 0.0274 -3.8229 -0.5547 0.392
C -0.3229 -4.2795 -1.8243 -0.718
C -0.7558 -5.5839 -2.0149 -0.668
C -0.8320 -6.4470 -0.9327 -0.703
C -0.4696 -6.0045 0.3340 -0.981
C -0.0379 -4.7030 0.5256 -0.007
C 2.0599 -2.1454 0.5695 1.235
C 2.5695 -1.0025 1.1923 -0.477
C 3.8177 -1.0142 1.7950 -0.735
C 4.6013 -2.1590 1.7460 -0.758
C 4.1297 -3.2838 1.0857 -0.746
C 2.8712 -3.2806 0.5023 -0.846
H -2.7450 -6.3372 4.2122 0.378
H -2.8658 -5.6717 2.5651 0.206
H -3.5769 -4.7899 3.9506 0.294
H -2.3910 -2.5643 3.4175 0.619
H -1.8353 -3.3846 1.9354 -0.246
H 0.5426 -2.7336 2.5643 0.282
H -0.1105 -1.7827 3.8873 0.635
H 0.2590 -0.2648 2.0581 -0.809
H -1.4667 -0.4685 2.2669 1.202
H -3.0804 -2.7002 -0.5954 0.085
H -4.2587 -3.7697 -2.4706 0.471
H -4.0763 -2.8383 -4.7521 0.407
H -2.6987 -0.8273 -5.1573 0.459
H -1.5486 0.2753 -3.2738 0.342
H -2.6828 2.3556 -0.2398 0.396
H -4.6870 3.2202 0.9352 0.462
H -6.0508 1.6941 2.3189 0.394
H -5.4466 -0.6946 2.4882 0.482
H -3.4723 -1.5625 1.2964 0.168
H -0.2556 -3.6025 -2.6686 0.299
H -1.0331 -5.9213 -3.0052 0.451
H -1.1653 -7.4664 -1.0780 0.409
H -0.5184 -6.6805 1.1786 0.522
H 0.2476 -4.3897 1.5224 0.889
H 2.0018 -0.0793 1.1918 0.116
H 4.1846 -0.1201 2.2836 0.534
H 5.5762 -2.1714 2.2154 0.417
H 4.7476 -4.1695 1.0153 0.427
H 2.5201 -4.1661 -0.0092 0.458
```

Output
- Total energy: -3473.83238 hartree
- Molar mass: 773.9 g/mol
- Energy relative to the best compared isomer or geometry (same formula, charge and spin): 22.62 kcal per mole
- HOMO-LUMO gap: 8.1 eV
- Charge: +1



Record 4
A structure of composition C46H46F9N2O5P2PtSSi at a distorted geometry, computed with ωB97M-V/def2-TZVPD.

The geometry in XYZ format:
```
113
Properties=species:S:1:pos:R:3:mulliken_charge:R:1
Pt -0.5266 0.4646 0.5123 3.482
F 5.8620 1.4770 -4.3715 -0.255
C 4.8289 2.2946 -4.1142 0.668
F 4.1156 2.4058 -5.2425 -0.284
F 5.3427 3.5043 -3.8423 -0.251
C 4.0014 1.7778 -2.9623 0.083
C 2.6634 1.4660 -3.1332 -0.908
C 1.9350 0.9759 -2.0593 -0.137
C 2.5487 0.7870 -0.8274 -0.145
C 3.8928 1.1260 -0.6555 -0.192
C 4.6174 1.6162 -1.7264 -1.246
P 1.6070 0.0234 0.5092 1.839
C 2.3833 0.6649 2.0199 -0.483
C 2.4974 2.0537 2.1498 -0.435
C 3.0359 2.5994 3.2927 -1.040
C 3.4430 1.7638 4.3317 0.164
C 3.3363 0.3927 4.2139 -0.900
C 2.8131 -0.1598 3.0471 -0.520
C 4.0185 2.3903 5.5774 0.794
F 3.2652 3.4220 5.9957 -0.250
F 5.2480 2.8794 5.3510 -0.265
F 4.1093 1.5214 6.5866 -0.277
C 1.9491 -1.7495 0.4739 -0.092
C 1.1575 -2.5937 1.2469 -0.153
C 1.3619 -3.9638 1.2102 -0.762
C 2.3399 -4.4870 0.3791 0.387
C 3.1299 -3.6528 -0.4009 -1.050
C 2.9367 -2.2834 -0.3529 -0.954
C 2.5698 -5.9766 0.2962 0.734
F 1.6524 -6.6707 0.9781 -0.283
F 3.7731 -6.3084 0.7867 -0.258
F 2.5344 -6.4007 -0.9760 -0.255
H 2.1899 1.6079 -4.0936 0.601
H 0.8844 0.7528 -2.1768 0.247
H 4.3763 0.9992 0.3039 0.562
H 5.6608 1.8752 -1.6037 0.478
H 2.1736 2.7002 1.3437 0.486
H 3.1426 3.6713 3.3922 0.489
H 3.6666 -0.2482 5.0188 0.551
H 2.7512 -1.2340 2.9507 0.441
H 0.3518 -2.1845 1.8413 0.251
H 0.7469 -4.6231 1.8053 0.494
H 3.8882 -4.0736 -1.0473 0.517
H 3.5518 -1.6363 -0.9643 0.492
O -0.0062 -0.8329 8.0351 -0.492
C -0.0471 0.4749 7.7029 0.648
O 0.1149 1.3111 8.5431 -0.546
C -0.2842 0.8197 6.2590 1.014
C -0.6516 -0.1013 5.2819 -0.854
C -0.8588 0.3030 3.9745 -1.153
C -0.6919 1.6401 3.6218 0.946
S -0.9992 2.1917 1.9674 -0.910
C -0.3401 2.5636 4.6018 -0.460
C -0.1450 2.1579 5.9084 -0.880
H -0.1356 -1.3939 7.2623 0.270
H -0.8057 -1.1483 5.5129 0.275
H -1.1715 -0.4098 3.2203 0.261
H -0.2135 3.6056 4.3390 0.363
H 0.1288 2.8650 6.6777 0.502
C -3.5025 -3.9271 -2.4895 -1.784
C -2.7895 -3.4571 -1.2214 2.093
C -3.7698 -3.4676 -0.0426 -1.770
C -1.6244 -4.4091 -0.9234 -1.957
Si -2.0824 -1.7145 -1.3824 -1.704
O -1.2977 -1.3560 0.0278 -0.431
C -3.5086 -0.4832 -1.6483 1.289
C -4.3810 -0.5217 -2.7455 -0.600
C -5.4081 0.4029 -2.8998 -1.044
C -5.6044 1.3919 -1.9426 -0.826
C -4.7755 1.4352 -0.8310 -0.759
C -3.7470 0.5102 -0.6940 0.061
C -0.9300 -1.6549 -2.8695 1.233
C -1.2886 -1.2353 -4.1542 -0.204
C -0.4092 -1.3354 -5.2246 -0.808
C 0.8520 -1.8834 -5.0364 -0.949
C 1.2231 -2.3263 -3.7768 -0.796
C 0.3440 -2.2030 -2.7117 0.513
H -3.8234 -4.9647 -2.3724 0.520
H -2.8504 -3.8861 -3.3647 0.276
H -4.3998 -3.3443 -2.6944 0.315
H -4.1461 -4.4785 0.1307 0.502
H -4.6314 -2.8242 -0.2295 0.318
H -3.2898 -3.1288 0.8768 0.225
H -2.0006 -5.4217 -0.7562 0.578
H -1.0787 -4.1011 -0.0304 0.167
H -0.9181 -4.4588 -1.7537 0.341
H -4.2739 -1.2923 -3.4961 0.191
H -6.0662 0.3407 -3.7562 0.448
H -6.4205 2.0951 -2.0465 0.434
H -4.9568 2.1614 -0.0502 0.546
H -3.1447 0.5480 0.2093 0.329
H -2.2822 -0.8441 -4.3383 0.458
H -0.7147 -1.0140 -6.2121 0.481
H 1.5316 -1.9825 -5.8718 0.419
H 2.1995 -2.7670 -3.6241 0.542
H 0.6415 -2.5629 -1.7366 0.112
N -2.3052 2.1882 -3.4575 0.156
C -2.3064 3.6477 -3.1549 -0.823
P -1.2706 3.8577 -1.6331 1.157
O -0.2788 4.9564 -1.7736 -0.947
O -0.8903 2.4405 -1.3153 -0.460
C -2.3754 4.5195 -0.3092 -0.985
N -1.4217 5.1031 0.6803 -0.011
H -1.6318 1.7641 -2.7674 -0.060
H -2.0138 1.9694 -4.4100 0.432
H -3.2223 1.7507 -3.2876 0.120
H -3.3307 3.9996 -3.0563 0.418
H -1.8222 4.1871 -3.9668 0.397
H -3.0001 3.7769 0.1810 0.321
H -2.9784 5.3349 -0.7055 0.584
H -0.6279 5.4681 0.1223 0.456
H -1.0824 4.3334 1.3270 -0.270
H -1.8380 5.8500 1.2365 0.402
```

Output
- Total energy: -4654.77784 hartree
- Molar mass: 1195.0 g/mol
- Energy relative to the best compared isomer or geometry (same formula, charge and spin): 28.53 kcal per mole
- HOMO-LUMO gap: 7.1 eV
- Charge: +1